Record 1
Below is 3 unconnected molecules or ions with the total composition C22H58NO5SSi4, with properties calculated with ωB97M-V with the def2-TZVPD basis set.

Geometry as XYZ:
```
91
Properties=species:S:1:pos:R:3:mulliken_charge:R:1
C 7.497 2.896 -0.603 -0.68
C 9.120 2.909 -0.323 -0.55
C 9.653 1.333 -0.182 -0.35
O 8.694 0.519 -0.977 -0.24
C 9.229 -0.834 -1.222 -0.53
S 9.742 -1.728 0.370 0.11
C 9.989 -3.510 -0.150 -0.34
N 11.414 -3.589 -0.736 -0.57
C 8.337 -1.509 1.589 -0.32
C 7.256 -2.744 1.632 -0.51
O 6.339 -2.790 0.481 -0.32
C 5.242 -1.817 0.598 0.43
O 5.218 -0.737 1.390 -0.58
C 3.900 -2.012 -0.381 -0.06
C 4.339 -1.317 -1.832 -0.81
H 7.281 2.621 -1.742 0.20
H 7.109 3.982 -0.350 0.34
H 6.948 2.148 0.112 0.14
H 9.424 3.499 0.651 0.31
H 9.639 3.377 -1.288 0.26
H 9.547 1.089 0.982 0.24
H 10.769 1.196 -0.528 0.32
H 10.204 -0.842 -1.909 0.45
H 8.401 -1.539 -1.714 0.36
H 9.871 -4.301 0.716 0.42
H 9.267 -3.763 -1.066 0.27
H 12.007 -4.011 0.035 0.29
H 11.718 -2.578 -0.872 0.29
H 8.797 -1.352 2.668 0.47
H 7.816 -0.469 1.321 0.18
H 7.855 -3.748 1.714 0.34
H 6.611 -2.588 2.621 0.35
H 2.954 -1.507 0.101 -0.03
H 3.691 -3.159 -0.551 0.34
H 3.390 -1.112 -2.502 0.33
H 5.133 -2.016 -2.373 0.25
H 4.864 -0.293 -1.533 0.18
O -1.671 0.607 2.008 -0.52
Si -0.001 0.682 1.852 0.45
C 0.681 2.135 2.833 -0.98
C 0.478 0.901 0.046 -0.97
C 0.822 -0.885 2.483 -0.85
Si -3.013 1.562 1.687 0.29
C -4.608 0.700 2.184 -0.94
C -3.112 1.950 -0.150 -1.06
C -2.907 3.184 2.635 -1.00
H 0.328 3.082 2.416 0.30
H 1.775 2.137 2.810 0.35
H 0.358 2.077 3.877 0.29
H 0.036 0.109 -0.567 0.28
H 1.565 0.864 -0.072 0.37
H 0.127 1.866 -0.333 0.32
H 0.475 -1.759 1.922 0.28
H 0.596 -1.043 3.543 0.31
H 1.908 -0.816 2.372 0.13
H -4.731 -0.236 1.636 0.20
H -5.468 1.342 1.965 0.22
H -4.612 0.480 3.256 0.47
H -2.263 2.565 -0.465 0.34
H -4.032 2.497 -0.376 0.47
H -3.107 1.028 -0.740 0.31
H -2.061 3.782 2.284 0.29
H -2.775 2.993 3.704 0.28
H -3.820 3.770 2.499 0.37
O -8.896 -0.392 -2.160 -0.57
Si -7.779 0.150 -1.029 0.47
C -7.813 -0.949 0.498 -0.86
C -8.180 1.913 -0.507 -0.95
C -6.033 0.132 -1.721 -0.40
Si -10.550 -0.649 -2.278 0.46
C -11.026 -1.306 -3.973 -1.03
C -11.482 0.960 -1.996 -1.00
C -11.114 -1.899 -0.989 -1.00
H -8.776 -0.869 1.010 0.31
H -7.027 -0.657 1.201 0.27
H -7.656 -1.995 0.220 0.28
H -8.239 2.567 -1.383 0.30
H -7.407 2.301 0.163 0.34
H -9.139 1.952 0.018 0.31
H -5.957 0.781 -2.599 0.34
H -5.741 -0.881 -2.014 0.35
H -5.322 0.489 -0.970 -0.39
H -10.747 -0.599 -4.757 0.28
H -12.109 -1.466 -4.026 0.30
H -10.532 -2.261 -4.172 0.28
H -11.338 1.319 -0.972 0.29
H -12.553 0.814 -2.159 0.38
H -11.130 1.734 -2.686 0.28
H -10.975 -1.503 0.021 0.29
H -10.539 -2.825 -1.078 0.28
H -12.174 -2.136 -1.119 0.38
```

- Electronic energy: -77824.431 eV
- Frontier orbital gap: 7.8078 eV
- Total charge: +1

---

Record 2
Below is 7 unconnected molecules or ions with the total composition C22H59NO7, with properties calculated with ωB97M-V with the def2-TZVPD basis set.

Geometry as XYZ:
```
89
Properties=species:S:1:pos:R:3:mulliken_charge:R:1
C -2.133 3.651 -0.172 -1.03
C -2.711 4.990 0.397 0.54
C -1.665 5.995 0.477 -1.34
O -3.776 5.562 -0.331 -0.53
H -2.831 2.825 -0.030 0.44
H -1.129 3.480 0.218 0.11
H -1.787 3.848 -1.186 0.32
H -2.956 4.642 1.401 0.18
H -2.095 6.984 0.640 0.35
H -1.132 6.059 -0.471 0.33
H -0.874 5.835 1.209 0.34
H -4.504 4.956 -0.480 0.32
C 4.190 -1.196 1.149 -0.90
C 3.599 -2.444 0.575 0.30
C 2.562 -3.105 1.479 -0.85
O 3.085 -2.249 -0.695 -0.52
H 3.455 -0.397 1.242 -0.14
H 5.065 -1.018 0.524 0.38
H 4.655 -1.340 2.124 0.45
H 4.442 -3.121 0.437 0.34
H 1.746 -2.391 1.592 -0.09
H 3.081 -3.349 2.406 0.37
H 2.099 -3.962 0.988 0.39
H 2.397 -1.584 -0.622 0.36
C -0.639 0.100 -2.065 -1.60
C 0.276 0.809 -0.982 0.39
C -0.260 0.604 0.469 -1.31
O 1.525 0.146 -0.859 -0.39
H -0.884 -0.946 -1.877 0.35
H -0.282 0.385 -3.055 0.36
H -1.587 0.633 -1.992 0.47
H 0.439 1.807 -1.388 0.38
H 0.436 1.055 1.175 0.07
H -0.466 -0.430 0.748 0.40
H -1.268 1.018 0.486 0.54
H 2.200 0.521 -1.430 0.15
C 3.592 -1.316 -4.405 -1.39
C 3.099 -0.192 -5.255 0.66
C 1.876 -0.546 -6.058 -1.32
O 2.715 0.893 -4.340 -0.53
H 4.655 -1.185 -4.200 0.34
H 3.636 -2.281 -4.909 0.40
H 2.973 -1.378 -3.511 0.27
H 3.823 0.136 -6.000 0.29
H 1.444 -1.533 -5.891 0.30
H 2.239 -0.507 -7.085 0.35
H 0.951 0.017 -5.931 0.36
H 2.294 1.481 -4.971 0.31
C -4.328 -1.248 -3.382 -1.08
C -5.373 -0.308 -4.069 0.44
C -5.905 0.975 -3.307 -1.11
O -4.839 0.182 -5.271 -0.57
H -4.802 -1.605 -2.468 0.33
H -3.286 -0.961 -3.237 0.17
H -4.231 -2.167 -3.960 0.36
H -6.210 -0.956 -4.328 0.23
H -6.350 0.681 -2.357 0.33
H -6.750 1.385 -3.859 0.34
H -5.104 1.687 -3.104 0.26
H -5.492 0.348 -5.956 0.32
C 1.392 2.605 3.424 -1.72
C 2.819 1.919 3.354 1.91
C 4.024 2.841 2.988 -1.26
O 3.076 1.312 4.591 -0.56
H 1.465 3.500 4.041 0.46
H 0.555 1.984 3.743 0.32
H 1.101 3.021 2.460 0.50
H 2.762 1.165 2.568 -1.01
H 4.152 2.984 1.916 0.30
H 4.915 2.312 3.327 0.37
H 3.775 3.767 3.506 0.32
H 2.343 1.572 5.153 0.37
C -0.406 -5.409 4.584 -1.57
C -1.103 -4.140 4.122 0.42
C -0.138 -3.116 3.595 -0.46
O -0.754 -2.078 2.871 -0.13
C -1.246 -0.989 3.675 -0.70
N -2.074 -4.657 3.065 -0.38
H -1.131 -6.015 5.127 0.40
H 0.381 -5.252 5.321 0.42
H 0.076 -6.006 3.810 0.40
H -1.539 -3.612 4.970 0.38
H 0.375 -3.595 2.761 0.06
H 0.580 -2.690 4.295 0.60
H -2.113 -1.378 4.210 0.38
H -1.668 -0.273 2.970 0.19
H -0.528 -0.542 4.364 0.35
H -1.632 -5.329 2.454 0.34
H -2.359 -3.878 2.489 0.34
```

- Electronic energy: -39580.865 eV
- Frontier orbital gap (alpha / beta): 8.9493 / 2.7815 eV
- 2S+1: 2
- Total charge: +1

---

Record 3
Below is a molecular structure, C22H62BF3N5O10SV, with properties calculated with ωB97M-V with the def2-TZVPD basis set.

Geometry as XYZ:
```
105
Properties=species:S:1:pos:R:3:mulliken_charge:R:1
O -2.597 4.454 -1.947 -0.45
V -3.457 3.088 -1.611 0.60
B -3.853 2.668 -3.834 0.63
H -2.998 3.321 -3.908 -0.16
H -3.545 1.873 -3.173 -0.24
H -4.691 3.185 -3.395 -0.12
H -4.087 2.285 -4.816 -0.18
C -1.965 4.745 2.700 0.55
F -1.803 6.022 2.337 -0.25
F -0.916 4.094 2.287 -0.20
F -1.987 4.647 4.005 -0.23
S -3.587 3.950 1.903 1.13
O -3.807 2.587 2.411 -0.59
O -4.647 4.895 2.338 -0.67
O -3.414 4.027 0.460 -0.78
C -0.858 1.408 -0.097 -0.02
O -1.662 1.915 -1.087 0.25
H 0.154 1.209 -0.451 0.00
H -0.632 2.092 0.721 0.16
H -1.218 0.481 0.349 -0.20
C 2.212 2.160 -4.786 -1.66
C 1.260 2.183 -3.550 1.32
C 1.117 3.614 -2.919 -0.52
O 2.309 4.089 -2.251 -0.46
C 2.474 3.513 -0.997 -0.54
N 0.046 1.513 -3.913 -0.49
H 3.226 2.412 -4.476 0.37
H 1.847 2.972 -5.415 0.40
H 2.248 1.203 -5.306 0.36
H 1.719 1.612 -2.743 -0.48
H 0.194 3.706 -2.347 0.15
H 1.087 4.350 -3.723 0.34
H 3.342 3.961 -0.513 0.40
H 2.777 2.472 -1.109 0.21
H 1.587 3.579 -0.368 0.19
H -0.545 1.673 -3.110 -0.11
H -0.285 2.054 -4.699 0.32
C -0.771 0.733 3.871 -1.11
C -1.332 -0.420 4.677 0.68
C -0.322 -1.581 4.782 -0.72
O -0.186 -2.235 3.505 -0.10
C 0.831 -3.281 3.516 -0.55
N -1.682 0.242 5.934 -0.74
H -1.495 1.545 3.812 0.37
H -0.481 0.429 2.865 -0.22
H 0.107 1.218 4.296 0.59
H -2.245 -0.745 4.178 0.14
H -0.635 -2.297 5.542 0.35
H 0.652 -1.157 5.029 0.24
H 1.793 -2.810 3.717 -0.01
H 0.990 -3.703 2.524 0.21
H 0.628 -4.015 4.295 0.39
H -0.883 0.700 6.349 0.26
H -1.900 -0.427 6.658 0.25
C 0.762 -2.825 -1.129 -1.74
C 0.871 -1.874 -2.315 1.52
C 1.281 -2.476 -3.627 -1.11
O 2.652 -3.006 -3.553 -0.32
C 3.064 -3.718 -4.740 -0.83
N -0.352 -1.161 -2.516 -0.05
H 0.375 -2.309 -0.249 0.26
H 1.708 -3.287 -0.849 0.45
H 0.075 -3.641 -1.356 0.46
H 1.677 -1.168 -2.113 0.10
H 1.384 -1.723 -4.408 0.47
H 0.500 -3.220 -3.786 0.34
H 2.783 -3.347 -5.725 0.32
H 2.810 -4.778 -4.702 0.30
H 4.150 -3.686 -4.825 0.28
H -0.365 -0.654 -1.643 -0.76
H -0.268 -0.392 -3.165 0.36
C -5.031 -3.043 -1.589 -1.46
C -3.726 -2.313 -1.721 0.82
C -3.367 -1.799 -0.287 -0.06
O -4.304 -0.939 0.289 -0.41
C -4.019 -0.836 1.661 -0.89
N -2.686 -3.175 -2.338 -0.91
H -4.997 -3.664 -0.694 0.32
H -5.227 -3.762 -2.384 0.46
H -5.903 -2.389 -1.589 0.27
H -3.853 -1.498 -2.433 0.20
H -2.396 -1.303 -0.269 -0.38
H -3.282 -2.662 0.374 0.40
H -4.640 -0.020 2.031 0.38
H -2.998 -0.630 1.980 0.22
H -4.370 -1.754 2.134 0.44
H -1.850 -2.636 -2.514 0.30
H -2.941 -3.275 -3.310 0.29
C 6.426 -0.612 2.796 -1.21
C 5.118 -1.013 3.503 0.04
C 3.827 -0.410 2.896 -0.37
O 3.664 -0.817 1.560 -0.36
C 2.582 -0.140 1.018 0.01
N 4.904 -2.454 3.530 -0.80
H 6.552 -1.401 2.055 0.29
H 7.337 -0.648 3.394 0.34
H 6.336 0.365 2.320 0.31
H 5.157 -0.644 4.528 0.39
H 3.826 0.680 2.907 0.46
H 2.994 -0.670 3.549 0.05
H 2.331 -0.626 0.075 -0.12
H 2.717 0.927 0.842 0.27
H 1.654 -0.360 1.546 0.01
H 3.971 -2.751 3.780 0.26
H 4.970 -2.671 2.546 0.35
```

- Electronic energy: -97091.590 eV
- ΔE to the lowest compared entry with this formula, charge and spin: 0.0 kcal/mol
- Frontier orbital gap (alpha / beta): 7.8375 / 8.2812 eV
- 2S+1: 2
- Total charge: -1

---

Record 4
Below is 8 unconnected molecules or ions with the total composition C22H63N5O10, with properties calculated with ωB97M-V with the def2-TZVPD basis set.

Geometry as XYZ:
```
100
Properties=species:S:1:pos:R:3:mulliken_charge:R:1
O -0.269 -0.311 -0.218 1.83
H -0.501 -1.138 -0.518 -0.14
H 0.310 -0.514 0.620 -0.17
H -0.933 0.261 0.212 0.03
C 2.288 -0.979 1.589 0.35
O 2.580 -0.059 0.831 -0.67
O 3.216 -1.733 2.170 -0.41
O 1.148 -1.408 1.800 -0.95
H 4.038 -1.498 2.064 0.29
C 2.554 4.197 0.077 -1.24
C 1.941 3.600 1.395 0.35
C 1.378 4.717 2.306 -0.21
O 2.576 5.519 2.524 -0.32
C 2.269 6.347 3.602 -0.60
N 0.926 2.584 1.037 0.79
H 1.625 4.643 -0.610 0.36
H 3.172 3.628 -0.475 0.47
H 3.226 5.137 0.276 0.30
H 2.491 2.961 2.093 0.45
H 0.811 4.506 3.213 0.05
H 0.664 5.506 1.582 0.16
H 3.245 6.658 4.024 0.28
H 1.706 5.661 4.527 0.22
H 1.704 7.312 3.397 0.24
H 0.229 2.444 1.809 -0.47
H 1.347 1.725 0.681 -0.49
C -2.525 4.269 -2.130 -1.76
C -1.470 3.441 -1.478 2.19
C -0.460 2.877 -2.481 -1.30
O -1.082 2.030 -3.448 -0.30
C -0.419 1.488 -4.489 -0.59
N -0.788 4.309 -0.647 -0.66
H -3.230 3.693 -2.853 0.22
H -2.132 5.172 -2.540 0.41
H -3.181 4.606 -1.371 0.51
H -1.932 2.707 -0.790 -0.98
H 0.214 2.144 -2.004 0.19
H 0.085 3.619 -2.856 0.98
H 0.150 2.406 -4.875 0.33
H -1.174 0.930 -5.031 0.10
H 0.219 0.715 -4.272 0.16
H 0.110 3.884 -0.344 -0.25
H -1.299 4.325 0.221 0.41
C -2.669 -2.873 -1.243 -1.33
C -1.479 -3.107 -2.213 0.13
C -1.746 -2.247 -3.457 -0.41
O -2.862 -2.747 -4.079 -0.40
C -3.020 -2.145 -5.392 -1.42
N -0.288 -2.886 -1.362 -0.31
H -3.515 -3.524 -1.486 0.56
H -3.062 -1.846 -1.272 0.23
H -2.488 -3.313 -0.092 0.06
H -1.421 -4.169 -2.496 0.55
H -0.907 -2.353 -4.125 0.48
H -1.835 -1.201 -3.232 0.18
H -2.664 -1.171 -5.492 0.41
H -3.941 -2.171 -5.515 0.54
H -2.560 -2.566 -6.078 0.58
H 0.364 -3.308 -2.020 0.37
H -0.135 -3.377 -0.493 -0.13
C -3.194 -1.392 2.132 -0.90
C -2.887 0.173 2.213 -0.31
C -1.775 0.580 3.180 -0.14
O -1.861 1.950 3.316 -0.37
C -1.138 2.487 4.456 -1.04
N -2.438 0.655 0.881 -0.71
H -3.941 -1.445 1.315 0.38
H -3.651 -2.002 3.001 0.39
H -2.214 -1.914 2.131 -0.14
H -3.776 0.690 2.275 0.70
H -0.847 0.090 2.755 -0.10
H -1.896 0.067 4.290 0.37
H -0.113 2.286 4.322 0.40
H -1.562 2.179 5.410 0.36
H -1.226 3.472 4.411 0.38
H -2.208 1.537 1.106 0.14
H -3.275 0.711 0.110 0.32
C 0.157 -5.918 0.017 -1.73
C 0.728 -5.046 1.191 0.16
C 2.262 -4.702 1.111 -0.47
O 3.073 -5.792 0.949 -0.39
C 4.451 -5.586 0.898 -0.87
N -0.062 -3.900 1.292 -0.24
H 0.437 -5.569 -0.847 0.49
H -0.822 -6.178 0.180 0.53
H 0.458 -7.025 0.106 0.36
H 0.449 -5.469 2.162 0.37
H 2.399 -4.263 2.149 0.29
H 2.552 -3.827 0.499 0.26
H 5.135 -6.410 0.824 0.31
H 4.805 -5.133 1.601 0.45
H 4.571 -4.902 -0.115 0.23
H -0.825 -4.006 2.090 0.24
H 0.456 -3.025 1.516 0.07
C 2.846 -0.203 -2.280 -0.30
O 3.527 0.672 -1.480 -0.63
H 3.345 -1.074 -2.634 0.40
H 2.291 0.319 -2.977 0.13
H 2.100 -0.856 -1.581 -0.18
H 3.070 0.392 -0.549 0.52
```

- Electronic energy: -51747.035 eV
- ΔE to the lowest compared entry with this formula, charge and spin: 1.3 kcal/mol
- Frontier orbital gap: 8.8773 eV
- Total charge: 0